# 1
15
Properties=species:S:1:pos:R:3:forces:R:3:mulliken_charge:R:1 method="wB97M-V/def2-TZVPD" relative_energy_kj_mol=159.5 charge=0 orbital_gap_ev=8.9
H -1.43701 0.04400 1.45170 -1.719 1.473 -0.620 0.48
C -0.67203 -0.59378 1.72634 2.047 1.195 2.095 -1.50
C 0.70952 1.36947 1.07168 0.688 1.693 -1.374 -0.08
C 0.41319 -0.17357 -0.76544 0.193 -2.262 3.461 -0.82
C 0.61078 -0.06577 1.02535 -0.970 -0.328 -0.741 0.34
H 0.75766 -1.17421 -1.11257 0.407 0.908 0.152 0.37
H -0.67259 -0.59405 2.87318 0.538 0.065 -1.673 0.35
H -0.93754 -1.52832 1.40623 -0.373 -2.635 -0.796 0.47
I 2.30136 -1.20578 1.91587 -0.375 0.495 -0.577 0.05
C 0.83371 2.29381 0.25684 -0.435 -1.746 3.791 -0.21
H 0.90605 0.77690 -2.52378 0.440 -0.461 -2.436 0.42
C 0.82315 0.97933 -1.51932 -0.042 0.140 -0.893 -0.35
C 0.95171 2.23347 -1.13821 1.085 3.019 -0.235 -0.22
H 1.28843 3.19075 -1.64498 -0.623 -1.870 -0.217 0.33
H -0.65178 -0.30557 -0.81457 -0.861 0.313 0.062 0.36

***

# 2
20
Properties=species:S:1:pos:R:3:forces:R:3:mulliken_charge:R:1 method="wB97M-V/def2-TZVPD" relative_energy_kj_mol=0.0 charge=-1 orbital_gap_ev=7.6
C 0.17195 -0.88144 -1.60049 1.555 -0.437 -0.834 0.32
N -0.32708 -0.31507 -0.48460 0.707 0.969 -2.293 0.19
H 0.09698 0.83587 -3.01973 1.897 -0.348 1.351 0.24
O -0.70483 2.97834 1.16738 0.739 1.182 0.006 -0.68
C -0.77394 -0.86399 0.73264 0.619 -1.269 0.141 -0.83
C 0.78869 0.49344 -2.13980 -3.322 -0.222 0.125 -0.40
H -1.65995 -0.44829 1.02816 -2.739 1.076 0.372 0.45
O 0.22065 -2.03555 -2.01180 -0.363 1.130 0.480 -0.70
C 0.27093 1.07118 -0.78963 -1.735 -1.008 0.678 -0.40
H -0.90633 -1.97598 0.71110 0.315 0.923 -0.451 0.31
C -0.77219 2.02285 1.92850 0.529 -1.220 -1.746 0.56
H 1.85008 0.59761 -2.19648 0.549 -0.248 -0.735 0.35
H -0.23676 -0.86886 2.70538 -0.008 -0.253 0.955 0.47
I 1.81713 1.47096 3.65131 -0.614 -0.423 -0.700 -0.04
H -0.60344 1.78739 -0.85080 1.535 -0.324 0.352 0.42
C 0.20065 -0.50403 1.80439 1.311 -1.147 -0.030 -0.73
C 0.48983 0.97359 1.89139 1.213 1.408 -0.200 -0.07
H 1.07933 -1.12894 1.46676 -0.193 0.993 1.204 0.33
S 1.56410 1.40565 0.46846 -0.425 0.213 -0.623 -0.10
O -1.74062 1.54443 2.47607 -1.569 -0.997 1.949 -0.68

***

no.,HOMO (eV),F_max (hartree/bohr)
1,-8.725,0.082
2,-4.984,0.065